DFT (wB97M-V/def2-TZVPD) results for a structure of composition C54H47N2O2P2PdTe.

Geometry (Å):
Te (2.03969, 2.79357, -1.82346)
Pd (0.95234, 0.71197, -0.78168)
P (-0.80760, 1.69570, 0.27938)
P (0.78511, 1.08000, 2.56163)
O (-1.64477, -2.72773, 1.31261)
O (0.04849, -1.02010, -0.32741)
N (-0.79609, 1.12339, 1.86026)
N (2.62363, -0.29818, -1.42533)
C (0.12838, 2.70750, 6.83352)
C (-0.25484, 4.24466, 1.34699)
C (1.81379, -3.36273, 3.24085)
C (-1.18822, 4.16688, -0.87096)
C (4.65235, -3.01852, -1.62125)
C (2.12226, -1.27997, 2.09167)
C (0.68959, 1.97614, -6.44108)
C (1.39915, 2.41875, -3.79791)
C (-0.16666, 5.62856, 1.25271)
C (1.74081, 3.35036, -4.77281)
C (-0.46629, -4.40348, -1.38880)
C (0.55725, -1.42612, 3.90546)
C (6.24348, -3.13548, -3.42085)
C (-0.91394, 2.76755, 5.92446)
C (1.58001, -3.69132, -2.33613)
C (-2.58893, 0.24456, -1.28754)
C (4.30531, -1.72936, -3.62646)
C (-0.58931, 6.27824, 0.10418)
C (5.83168, -3.51936, -2.15157)
C (-1.80590, -2.93774, 0.13182)
C (3.90199, 1.74881, -2.03368)
C (1.47855, -2.42873, -1.70695)
C (3.89314, -2.11511, -2.35522)
C (-3.16727, -2.82363, -0.48670)
C (0.63884, -4.68202, -2.20210)
C (3.87785, 0.45052, -1.24910)
C (-3.85128, -0.06945, -1.76949)
C (0.87750, -2.76360, 4.07129)
C (0.79335, -6.01330, -2.88930)
C (-4.95449, 0.66210, -1.35839)
C (0.69226, 1.27008, -4.13986)
C (1.33862, 2.13537, 6.45723)
C (-3.40312, -3.03217, -1.84348)
C (1.38831, 3.12366, -6.09604)
C (-1.95771, 0.42023, 2.43121)
C (-5.50597, -2.32935, -0.17074)
C (-2.43077, 1.30437, -0.39818)
C (-1.10032, 5.54539, -0.96096)
C (5.47731, -2.24552, -4.16049)
C (0.33999, 1.05355, -5.46475)
C (0.32535, -2.14686, -0.91881)
C (-4.80180, 1.72025, -0.47110)
C (-5.73680, -2.55513, -1.52316)
C (0.45333, 1.68086, 4.25521)
C (2.62826, -1.53739, -1.80249)
C (-3.54276, 2.04586, 0.00385)
C (-0.77297, 3.50812, 0.28950)
C (2.44375, -2.61802, 2.25489)
C (-4.23045, -2.47213, 0.34504)
C (1.16115, -0.67392, 2.89866)
C (-4.68700, -2.91132, -2.35661)
C (-0.62508, -3.19094, -0.76238)
C (-0.75146, 2.25940, 4.64006)
C (1.49940, 1.62661, 5.18075)
H (-3.42360, 2.88044, 0.68487)
H (4.04708, 1.59876, -3.10270)
H (0.23338, 6.19598, 2.08267)
H (-2.35782, -0.30725, 1.72872)
H (5.79159, -1.95336, -5.15366)
H (-6.73745, -2.45833, -1.92451)
H (0.00139, 3.10040, 7.83353)
H (1.65570, 3.84721, -6.85451)
H (-4.86702, -3.09072, -3.40880)
H (2.44441, -3.88689, -2.95767)
H (-0.21027, 0.16053, -5.73148)
H (-0.07355, -6.64830, -2.71102)
H (-1.72664, -0.34001, -1.58221)
H (6.42751, -4.21473, -1.57558)
H (-5.93811, 0.40982, -1.73280)
H (2.27682, 4.25382, -4.50804)
H (-2.74722, 1.11764, 2.71657)
H (0.90180, -5.89332, -3.96809)
H (2.61956, -0.69514, 1.32646)
H (-6.32567, -2.05320, 0.47952)
H (4.31902, -3.32665, -0.63744)
H (-2.58408, -3.28193, -2.50477)
H (-0.52299, 7.35595, 0.03542)
H (2.15695, 2.08430, 7.16346)
H (3.69921, -1.03547, -4.19881)
H (-1.43651, 6.05082, -1.85673)
H (7.15946, -3.53466, -3.83528)
H (0.41321, 1.80265, -7.47254)
H (3.18705, -3.07995, 1.61642)
H (-1.22106, -5.17035, -1.24404)
H (-5.66245, 2.29357, -0.15316)
H (0.41992, 0.54632, -3.38152)
H (-4.03269, -2.32409, 1.39869)
H (-1.86141, 3.20508, 6.21165)
H (-1.57639, 2.30814, 3.94041)
H (-1.63186, -0.12506, 3.31312)
H (3.95600, 0.67812, -0.18294)
H (2.44426, 1.17408, 4.90169)
H (-0.16100, -0.96475, 4.57247)
H (0.08540, 3.74994, 2.24491)
H (-3.97473, -0.89450, -2.45720)
H (0.39428, -3.34010, 4.84915)
H (1.67381, -6.54711, -2.52849)
H (4.73969, -0.15815, -1.51803)
H (4.68330, 2.40740, -1.65978)
H (2.06006, -4.40877, 3.37028)
H (-1.60272, 3.60008, -1.69931)

Output
Charge ... +1
Energy above the lowest of the compared OMol25 structures with the same formula, charge and spin ... 0.2730 eV
F_max ... 0.6 eV/A